This record from the Open Molecules 2025 dataset describes C4H7HgO2 as an isolated structure at a distorted geometry. The level of theory is wB97M-V/def2-TZVPD.

## Properties
**LUMO energy**: -5.42 eV
**Frontier orbital gap**: 8.5 eV
**2S+1**: 1
**HOMO level**: -13.947 eV
**Total charge**: +1

```
14
Properties=species:S:1:pos:R:3:forces:R:3
H -2.810 -0.494 -0.336 0.358 1.271 1.345
O -1.519 -0.992 -1.228 0.781 -0.352 -0.412
C -0.325 -0.959 -0.976 -0.897 -0.756 -0.002
C 0.329 0.072 -0.117 0.054 0.617 -0.575
C 0.892 -0.517 1.184 1.317 -0.523 0.538
C 0.421 0.230 2.388 -0.630 1.982 -1.326
O -0.762 0.408 2.627 0.533 -0.158 0.995
Hg -2.553 0.444 1.203 -1.098 -1.157 -1.167
H 0.315 -1.785 -1.349 -0.084 0.269 -0.031
H -0.397 0.878 0.059 0.484 -0.072 -0.149
H 1.159 0.474 -0.726 -0.344 0.034 0.323
H 1.992 -0.405 1.191 -0.510 -0.443 -0.129
H 0.642 -1.578 1.314 0.071 0.048 -0.111
H 1.147 0.946 2.824 -0.036 -0.758 0.701
```
Positions in Å, forces in eV/Å.

This record from the Open Molecules 2025 dataset describes C4H7HgO3 as an isolated structure at a distorted geometry. The level of theory is wB97M-V/def2-TZVPD.

## Properties
**<S²>**: 2.004
**LUMO energy (spin up / spin down)**: 3.50 / 2.24 eV
**Frontier orbital gap (spin up / spin down)**: 2.8 / 6.5 eV
**2S+1**: 3
**HOMO level (spin up / spin down)**: 0.665 / -4.260 eV
**Total charge**: -1

```
15
Properties=species:S:1:pos:R:3:forces:R:3
O 0.141 -1.192 -0.468 -0.074 0.937 -0.327
Hg -0.844 -2.014 3.364 -0.864 -0.870 3.302
O -0.105 -2.600 1.241 -0.499 0.387 -1.680
C -0.235 -1.469 0.756 2.693 -1.274 -1.355
O -0.505 -0.485 1.589 -0.189 3.642 -0.654
C -0.689 0.954 1.197 -2.135 -3.167 1.426
H -1.511 0.906 0.459 0.843 0.765 -0.094
H -0.976 1.361 2.183 0.643 0.465 -0.735
C 0.938 0.192 -0.753 1.766 -1.728 -0.706
C 0.236 0.868 -1.913 -0.504 0.962 0.709
H 1.428 0.402 0.204 -1.545 1.399 0.188
H 1.933 -0.041 -1.175 -0.262 -1.133 -0.556
H -0.785 1.189 -1.671 0.119 0.094 -0.011
H 0.813 1.742 -2.240 -0.238 -0.299 0.167
H 0.161 0.186 -2.774 0.244 -0.180 0.328
```
Positions in Å, forces in eV/Å.

This record from the Open Molecules 2025 dataset describes C4H7HgO3 as an isolated structure at a distorted geometry. The level of theory is wB97M-V/def2-TZVPD.

## Properties
**<S²>**: 0.759
**LUMO energy (spin up / spin down)**: 0.68 / -1.86 eV
**Frontier orbital gap (spin up / spin down)**: 9.0 / 7.1 eV
**2S+1**: 2
**HOMO level (spin up / spin down)**: -8.311 / -8.982 eV

```
15
Properties=species:S:1:pos:R:3:forces:R:3
O 0.753 -0.550 1.968 4.273 -1.549 1.151
Hg 1.020 2.171 0.616 0.228 0.810 0.243
O 2.449 0.609 0.287 0.186 -0.949 0.489
C 1.759 -0.504 -0.132 -3.429 0.780 -2.633
C 0.240 -0.717 0.741 2.709 -0.328 -2.457
O -0.755 0.287 0.541 0.768 -0.126 0.586
C -1.323 0.379 -0.690 -0.837 -0.439 -0.738
C -2.583 0.784 -0.848 0.176 -0.263 0.043
H 2.345 -1.449 -0.174 -0.306 0.357 0.612
H 1.375 -0.323 -1.165 0.552 -0.432 0.040
H 1.827 -0.866 1.680 -4.404 1.763 2.569
H -0.171 -1.717 0.544 -0.208 0.226 -0.117
H -0.691 0.081 -1.532 -0.224 -0.004 0.238
H -3.202 1.091 -0.003 0.254 -0.189 -0.238
H -3.043 0.723 -1.833 0.262 0.343 0.211
```
Positions in Å, forces in eV/Å.

Computed energy (eV) in order:
-12521.1873 -14572.9072 -14573.8190